C31H59BrClIN5O14P4 as an isolated structure in a non-equilibrium geometry. Source: OMol25; level of theory: ωB97M-V/def2-TZVPD.

XYZ file:
```
116
Properties=species:S:1:pos:R:3:forces:R:3
C 1.339194 -0.239151 12.644870 0.1 -0.1 -0.8
C 1.490076 0.777603 11.526224 -0.7 0.7 0.2
O 0.878135 1.809194 11.581094 0.3 0.1 0.0
O 2.283799 0.548327 10.438663 -0.4 -0.5 0.1
C 2.017687 -0.710216 9.776941 0.2 0.2 0.3
C 0.518648 -0.904021 9.520001 0.7 -0.7 0.0
C 0.233228 -1.828297 8.313854 -0.2 0.9 0.2
C -1.046555 -1.350485 7.541334 1.6 -0.4 0.3
C -0.592691 -0.987583 6.119930 -0.2 -0.5 0.5
C -1.695556 -0.714092 5.108402 1.5 -0.5 -0.4
N -2.415961 0.615415 5.093056 -0.8 -1.0 -0.8
P -3.860576 0.778287 6.420656 -2.2 1.9 0.9
N -3.184841 1.143935 7.903786 -0.1 -1.3 0.0
O -4.455108 -0.719152 6.643272 1.4 0.0 -0.3
C -3.190101 0.548945 3.728910 -0.1 0.6 0.2
Cl -4.882712 1.124470 3.772169 0.3 -0.2 -0.3
C -2.412970 1.144462 2.515374 0.8 -0.4 -1.8
Br -3.160357 2.836796 1.777278 -0.2 0.3 0.5
C -2.523975 0.096239 1.376142 -0.3 -0.3 -0.2
C -3.493749 0.134849 0.384447 -0.5 0.1 -0.1
C -3.545817 -0.832933 -0.609334 0.2 -0.5 -0.3
C -2.636457 -1.882009 -0.649130 -0.1 0.4 0.3
C -1.691064 -1.951226 0.364460 0.3 -0.2 0.0
C -1.634248 -0.983097 1.352194 -0.1 0.2 0.3
N -0.989173 1.330251 2.732489 -0.5 1.2 2.0
P -0.164334 1.916690 1.261520 -0.6 -1.4 -2.7
N 1.318189 1.069848 1.221049 -0.3 1.1 0.7
O 0.320716 3.474437 1.485262 0.2 -0.7 1.0
C -0.698649 2.133190 3.917735 1.1 -0.8 0.0
N 0.713929 1.826282 4.296770 -0.4 0.1 -0.8
C 1.408747 2.836462 4.323534 -0.8 -0.7 0.9
O 2.013457 3.792447 4.489272 1.1 0.8 -0.3
C -1.605591 1.851994 5.168438 0.7 1.7 0.2
O -0.796130 1.911851 6.277894 0.0 -0.7 0.0
I -2.824720 3.709027 5.417361 -0.3 -0.2 -0.3
H 0.275125 -0.303542 12.868122 0.0 0.0 0.0
H 1.824524 0.141853 13.541355 0.2 -0.1 -0.1
H 1.706248 -1.217752 12.339660 0.1 0.0 0.4
H 2.556644 -0.643065 8.832461 0.1 0.0 0.1
H 2.456478 -1.496200 10.397350 -0.1 -0.2 -0.3
H 0.115053 0.099606 9.365150 -0.2 -0.1 0.0
H 0.080413 -1.371548 10.405607 -0.3 0.4 0.0
H 0.148732 -2.862702 8.644835 0.0 0.0 -0.1
H 1.097129 -1.759318 7.645977 -0.1 -0.2 -0.1
H -1.746877 -2.186832 7.541983 -0.4 0.4 -0.1
H -1.394058 -0.484002 8.096006 -0.5 -0.1 -0.2
H 0.213706 -0.255236 6.138443 -0.3 0.3 -0.1
H -0.097903 -1.900844 5.766360 -0.2 0.1 -0.3
H -1.262012 -0.848771 4.115215 0.0 0.3 0.1
H -2.414272 -1.535233 5.184681 -0.4 0.5 0.2
H -3.193276 0.382838 8.577621 0.3 0.1 0.1
H -3.600504 1.970991 8.315309 0.0 0.1 -0.2
H -4.805856 -1.047075 5.801448 -0.3 -0.1 0.2
H -3.336520 -0.498704 3.494738 0.4 -0.1 0.3
H -4.245249 0.911999 0.344245 0.2 0.1 0.1
H -4.280062 -0.796509 -1.405086 -0.1 0.3 0.2
H -2.691939 -2.599017 -1.456484 0.1 -0.1 0.1
H -0.948923 -2.740752 0.401253 -0.1 -0.1 -0.1
H -0.873397 -1.053210 2.121019 0.0 -0.1 -0.1
H 1.154086 0.075910 1.324000 0.2 -0.1 -0.1
H 1.986373 1.412401 1.905868 0.1 -0.4 0.0
H 0.968574 3.647208 0.786051 0.0 0.2 0.1
H -0.731082 3.205511 3.704915 -0.5 -0.1 0.0
H -1.194426 2.450289 6.972390 -0.1 -0.2 0.1
O -1.274712 0.159767 -5.247052 3.3 0.4 2.1
P -1.197076 1.643612 -5.414780 -6.9 0.9 -4.4
O -2.548506 2.158795 -4.633765 0.9 0.0 0.3
C -2.611150 2.049409 -3.221474 -0.1 0.0 0.3
C -1.609116 2.950129 -2.519408 0.1 -0.1 0.0
O -1.749170 1.718154 -6.956182 0.7 0.2 -0.1
C -1.819373 0.556393 -7.783929 -0.2 -0.2 0.0
C -3.163874 -0.136196 -7.661763 -0.2 0.1 0.0
O -0.639807 3.188692 -5.650438 2.3 -1.6 1.9
C 0.729909 3.492373 -5.333514 0.4 0.2 0.0
C 1.705442 2.505566 -5.944821 -0.2 -0.1 -0.1
H -2.464157 1.005745 -2.922485 0.0 0.0 0.0
H -3.623558 2.337179 -2.933165 0.0 0.0 -0.1
H -0.591175 2.566265 -2.653559 0.0 0.0 0.1
H -1.812574 2.981862 -1.446447 0.0 0.0 0.0
H -1.642973 3.963109 -2.920745 -0.1 0.0 0.0
H -0.998758 -0.124565 -7.561084 0.0 0.0 0.1
H -1.675643 0.892347 -8.812014 0.0 0.2 0.1
H -3.470822 -0.243770 -6.621677 0.2 -0.1 0.0
H -3.130137 -1.125641 -8.120496 0.0 0.0 0.0
H -3.938855 0.449397 -8.158706 0.0 0.0 0.0
H 0.855936 3.531555 -4.246798 0.0 0.0 0.0
H 0.926356 4.493739 -5.715665 -0.2 0.0 0.0
H 1.552690 1.493033 -5.549334 0.0 0.0 0.0
H 2.732223 2.795518 -5.722213 0.0 0.0 0.0
H 1.579191 2.455558 -7.026451 0.0 0.0 0.0
O 2.666016 -2.080608 -9.223446 0.3 -3.2 0.0
P 3.430383 -2.217219 -7.958095 0.8 6.3 2.1
O 2.454358 -1.599343 -6.804397 0.3 -0.6 -0.3
C 1.217006 -2.245060 -6.514940 -0.3 -0.1 0.2
C 1.412688 -3.621094 -5.902424 0.1 -0.1 -0.2
O 4.513911 -1.003130 -8.080381 0.1 -0.6 0.0
C 4.695055 -0.298328 -9.308416 -0.1 0.3 -0.2
C 3.781996 0.910076 -9.396287 0.0 0.2 0.2
O 4.441439 -2.987688 -6.905103 -1.3 -1.8 -1.9
C 4.800452 -4.358816 -7.154607 0.2 -0.4 0.0
C 5.283689 -4.593072 -8.571798 -0.1 0.2 -0.1
H 0.607832 -2.308618 -7.421445 0.1 0.0 0.0
H 0.691460 -1.601557 -5.808739 0.1 0.1 -0.1
H 1.777113 -4.329982 -6.653386 0.0 0.0 0.0
H 0.468149 -4.007133 -5.517500 0.0 0.0 0.0
H 2.140585 -3.585170 -5.091540 0.0 0.0 0.0
H 4.555065 -0.964354 -10.158850 -0.2 0.0 0.0
H 5.735962 0.028871 -9.334858 0.0 -0.1 0.2
H 2.760804 0.666461 -9.102851 0.0 -0.2 -0.1
H 3.767796 1.309757 -10.411071 0.0 0.0 0.0
H 4.125758 1.695163 -8.719641 0.0 0.0 0.0
H 3.949026 -5.007631 -6.929743 0.0 0.0 0.0
H 5.590909 -4.609515 -6.447848 0.0 0.2 0.1
H 4.494192 -4.382682 -9.302499 0.0 -0.1 0.1
H 5.589150 -5.630946 -8.703439 0.0 0.0 0.0
H 6.127696 -3.943446 -8.805142 0.0 0.0 0.0
```
Positions in Å, forces in eV/Å.

Output
E	-197035.2664	eV
gap between HOMO and LUMO	7.60	eV
total charge	+1
spin multiplicity	1